Record 1
34
Properties=species:S:1:pos:R:3:lowdin_charge:R:1 method="wB97M-V/def2-TZVPD" mol_weight_g_mol=316.3 multiplicity=1 de_lowest_kj_mol=1767.4 homo_lumo_gap_ev=8.3 fmax_ev_per_a=18.39
O -2.04042 -0.30589 -3.21477 0.1447
C -1.05067 0.12178 -2.85544 -0.3864
N -0.52687 0.30200 -1.52279 0.0129
N -1.29460 -0.06850 -0.61512 0.0340
C -0.94640 0.04542 0.43643 -0.2533
C -1.60356 -0.12395 1.61719 -0.1558
C -2.86211 -0.65861 1.44998 0.0220
C -3.47892 -1.32724 2.66728 0.0811
C -2.93732 -1.00472 3.88579 -0.2532
C -1.82960 -0.28854 4.06894 -0.2755
C -0.83594 0.15195 3.04292 0.2006
H 0.06707 0.53669 3.05562 0.0204
O -1.63853 -0.23596 5.30047 0.0857
C -2.52810 -0.63468 6.16101 -0.0554
O -3.50707 -1.30729 5.13197 0.0049
H -2.23319 -1.35597 6.67606 0.0637
H -3.22609 0.13480 6.65513 0.1773
H -4.50876 -1.63039 2.53550 0.1118
H -3.10341 -1.10235 0.72238 -0.0088
H 0.18616 0.85071 0.70819 0.1968
H 0.40140 0.76213 -1.60634 0.1016
C 0.13569 0.80093 -4.07755 -0.4177
H 0.77093 -0.14021 -4.24410 0.0857
H -0.50530 1.10837 -4.93276 0.0887
S 1.27183 1.78966 -3.51982 1.0804
C 2.59250 1.17499 -3.24341 -0.9487
N 3.47029 1.96835 -3.07201 0.0898
C 4.91355 1.37211 -2.67309 0.0511
C 4.97009 0.14868 -3.01734 -0.0813
C 3.78169 -0.63383 -3.27903 -0.2255
N 2.76066 -0.16347 -3.41397 0.0847
H 3.87508 -1.89059 -3.48002 0.1820
H 5.94126 -0.42676 -2.74395 0.1397
H 5.51865 2.03037 -2.60337 0.0021

---

Record 2
33
Properties=species:S:1:pos:R:3:lowdin_charge:R:1 method="wB97M-V/def2-TZVPD" total_charge=+1 mol_weight_g_mol=365.5 multiplicity=1 de_lowest_kj_mol=0.0 homo_lumo_gap_ev=7.5 fmax_ev_per_a=2.93
Zr -0.22082 -0.69563 0.07843 1.9326
O 0.36269 -4.97299 -4.05373 0.2415
C 0.33407 -4.24307 -3.14146 -0.2139
C 1.40111 -3.37203 -2.44450 -0.2634
O 2.57165 -3.41658 -2.58538 0.2023
C 0.69917 -2.56307 -1.42512 -0.2620
C -0.61017 -2.92524 -1.31426 -0.2379
O -1.33214 -2.29135 -0.37386 -0.1994
C -0.98141 -3.91378 -2.36837 -0.2523
O -2.02484 -4.43476 -2.54076 0.2073
O 1.28692 -1.70512 -0.55972 -0.1890
C -0.22389 -0.56918 3.24733 -0.0674
N 0.15126 0.15102 2.04640 -0.4373
C 1.57940 0.58185 2.21129 -0.0107
C -0.79140 1.27660 1.76898 -0.1608
C -0.64667 1.94312 0.37575 -0.2680
C -0.64024 3.34305 0.35813 -0.0495
C -0.52700 3.99948 -0.81410 -0.0791
C -0.33512 3.35092 -1.99330 -0.0791
C -0.31324 1.97767 -2.07082 -0.0680
C -0.46262 1.23837 -0.85653 -0.2243
H -0.12232 0.02651 4.20027 0.1362
H 0.43344 -1.44536 3.36013 0.1134
H -1.25299 -0.85518 3.19935 0.0902
H 1.65601 1.39815 2.93010 0.1167
H 1.95189 0.91245 1.25028 0.0983
H 2.12392 -0.26553 2.60825 0.1041
H -0.66301 2.09535 2.51201 0.1498
H -1.83483 0.90605 1.86913 0.1454
H -0.60727 3.93311 1.27853 0.1285
H -0.54709 5.12630 -0.83573 0.1476
H -0.27449 3.97435 -2.91105 0.1349
H -0.13996 1.43450 -3.00567 0.1135

---

Record 3
33
Properties=species:S:1:pos:R:3:lowdin_charge:R:1 method="wB97M-V/def2-TZVPD" mol_weight_g_mol=314.2 multiplicity=1 de_lowest_kj_mol=1051.4 homo_lumo_gap_ev=9.1 fmax_ev_per_a=18.12
C 1.42438 -3.02264 2.50379 -0.0025
C 2.11143 -2.35848 1.18630 -0.2267
H 2.65971 -3.13291 0.63036 0.1498
H 2.79389 -1.57367 1.39850 0.1200
O 1.33469 -2.02937 0.22197 0.0985
C 1.45531 -1.18128 -0.50587 -0.6015
O 2.49581 -0.65370 -0.45955 0.1460
C 0.24451 -0.86881 -1.61756 -0.0195
C -1.03900 -1.06020 -0.84390 -0.4602
C -1.48814 -0.44999 0.45575 0.0746
C -2.97872 -1.13477 0.47667 -0.0664
N -3.11304 -1.89920 -0.58975 0.1096
O -1.84004 -1.71510 -1.27002 0.0460
H -3.62896 -0.88575 1.33844 0.1106
H -0.92373 0.17012 1.00632 0.0359
H 0.19640 -1.71628 -2.15793 0.1198
C 0.42322 0.57968 -2.05390 -0.1112
C 0.00847 1.60928 -1.15493 -0.2758
C 0.88914 2.27879 -0.53597 -0.0640
C 0.60044 3.14912 0.54151 -0.1377
C -0.54225 3.66950 0.46494 -0.5780
C -1.72678 3.02859 -0.18997 -0.1067
C -1.41591 2.12720 -1.16757 -0.6240
Cl -2.68147 1.45126 -2.02846 0.8175
H -2.62667 3.57420 -0.50956 0.1073
Cl -1.01832 5.04129 1.63298 0.5267
H 1.61287 3.66494 1.19341 0.2108
H 1.84949 1.80471 -0.60017 0.1250
H 1.35243 0.53069 -2.41128 0.0862
H -0.35430 0.57534 -2.96378 0.1611
H 0.77279 -3.90511 2.07397 0.1129
H 2.33330 -3.39322 3.03610 0.0835
H 0.81907 -2.27424 2.89915 0.0325

---

Record 4
37
Properties=species:S:1:pos:R:3:lowdin_charge:R:1 method="wB97M-V/def2-TZVPD" mol_weight_g_mol=427.8 multiplicity=1 homo_lumo_gap_ev=8.0 fmax_ev_per_a=16.40
C 0.36378 -1.98207 2.13055 -0.0729
C 1.33157 -2.46693 1.05116 -0.4032
C 2.34179 -1.55628 0.57462 -0.1686
H 2.07172 -0.66004 0.26054 -0.0133
H 3.33967 -1.36593 1.33502 0.1601
H 3.13293 -2.13572 -0.11488 0.1272
H 1.91306 -3.58827 1.61896 0.2302
S 0.47745 -3.15417 -0.56106 0.6166
O -0.62865 -4.01421 -0.15663 -0.3396
O 1.43401 -3.60121 -1.38949 -0.2418
C -0.33201 -1.73955 -1.18085 -0.4017
C 0.50768 -1.06991 -2.22183 -0.2998
S -0.11553 0.54817 -2.75746 0.9955
C -1.71441 0.14897 -1.56288 -0.4115
C -1.36344 -0.98213 -0.98316 -0.5619
Cl -2.50117 -1.64427 0.40782 0.6289
N -2.62147 1.05884 -1.49045 0.0371
C -2.72814 2.32854 -1.55721 -0.5429
O -3.86472 2.99641 -2.13914 -0.1250
N -1.65409 2.91930 -1.18070 0.1169
C -0.65729 2.50176 -0.39316 -0.3568
C 0.59845 2.54100 -0.39079 -0.2179
C 1.47235 2.21181 0.44710 -0.5768
C 1.10551 1.61381 1.77064 0.0130
C -0.29910 1.50509 1.57827 -0.2199
C -1.17348 2.05811 0.88749 -0.8123
Cl -2.64153 1.94877 1.30913 1.0110
H -0.69817 1.13179 2.71789 0.1780
H 1.92105 1.30657 2.45953 0.1260
Cl 3.27826 2.46867 0.16758 0.5657
H 0.91070 3.09597 -1.52945 0.2132
H -1.47152 3.91301 -1.70664 0.2635
H -3.69704 0.52009 -1.62161 0.2962
H 1.61379 -1.18303 -2.50846 0.1033
H 0.07950 -1.08680 1.69821 0.0216
H 0.67552 -1.89170 3.00635 0.0104
H -0.40701 -2.69447 2.02500 0.0515

---

Record 5
34
Properties=species:S:1:pos:R:3:lowdin_charge:R:1 method="wB97M-V/def2-TZVPD" mol_weight_g_mol=324.8 multiplicity=1 de_lowest_kj_mol=206.0 homo_lumo_gap_ev=9.4 fmax_ev_per_a=1.45
N 0.45412 1.42109 1.38623 0.1925
C 0.72738 1.80441 0.12793 -0.4142
N -0.05349 1.88259 -0.87800 0.1397
O -1.40575 1.48773 -0.70481 -0.0089
C -2.20236 2.13855 0.13122 -0.4800
O -1.91862 3.09936 0.79484 0.1270
C -3.54058 1.38768 0.19210 -0.0651
O -3.33274 0.15267 0.85222 -0.0593
C -2.53214 -0.77748 0.24284 -0.3134
C -2.62034 -1.12816 -1.09966 -0.0107
C -1.78473 -2.09422 -1.62792 -0.0719
C -0.84962 -2.72879 -0.82916 -0.0861
C -0.75666 -2.40505 0.51272 -0.0982
C -1.59195 -1.43728 1.03905 -0.5806
Cl -1.47438 -1.01333 2.71293 0.7343
H -0.03264 -2.88584 1.15142 0.1063
H -0.19094 -3.47416 -1.24640 0.1027
H -1.86450 -2.34768 -2.67373 0.1060
H -3.34012 -0.63686 -1.73488 0.1182
H -4.23950 1.94363 0.81821 0.1426
H -3.94887 1.25989 -0.81517 0.1271
C 2.17992 2.09329 -0.16964 -0.1260
C 2.92862 0.80418 -0.07577 -0.5388
C 2.98769 -0.19574 -0.99494 -0.1263
C 3.72128 -1.31774 -0.54629 -0.1869
C 4.20078 -1.16143 0.71201 -0.4160
S 3.76859 0.36315 1.37783 1.0209
H 4.78656 -1.84135 1.29769 0.0585
H 3.88351 -2.20030 -1.13853 0.1006
H 2.52033 -0.12919 -1.96044 0.1169
H 2.24821 2.50120 -1.17750 0.1256
H 2.56645 2.81857 0.54758 0.1183
H 1.18266 1.41516 2.07795 0.0915
H -0.47618 1.20144 1.69809 0.0537

---

Record 6
37
Properties=species:S:1:pos:R:3:lowdin_charge:R:1 method="wB97M-V/def2-TZVPD" total_charge=+4 mol_weight_g_mol=881.3 multiplicity=5 homo_lumo_gap_ev="7.8 / 4.3" fmax_ev_per_a=8.21
I 3.58480 -2.00910 -0.13229 0.5512
I 3.79282 1.64972 -0.21175 0.7631
Ir 0.05257 1.64196 0.48913 1.0082
La 0.85954 -1.52517 0.67603 1.2396
S 0.78075 0.32264 -1.41595 0.4504
C -1.28939 -3.01363 -0.96336 -0.0067
C -0.92941 -3.27492 2.23016 -0.0002
C -0.17848 0.08404 -3.10672 -0.7515
C 0.24141 1.29905 -3.91343 -0.0641
C -1.66822 -0.00196 -2.83790 -0.0472
C 0.33189 -1.23813 -3.67279 -0.0650
C -0.55866 2.84413 1.83436 -0.1368
C -0.99177 2.55962 -0.77907 -0.2669
O -1.42712 -3.96103 3.02129 0.1746
O -2.00388 -3.67600 -1.57803 0.1705
O -1.08278 3.44842 2.69956 0.2570
O -1.68585 3.15181 -1.50582 0.2270
H -0.18223 1.23189 -4.92071 0.1354
H 1.33196 1.36105 -3.99195 0.1029
H -0.12128 2.22219 -3.45357 0.0823
H -2.20291 -0.04784 -3.80355 0.1525
H -2.04267 0.86704 -2.29137 0.0665
H -1.91349 -0.90800 -2.25876 0.0607
H -0.04508 -1.35950 -4.69970 0.1423
H -0.03009 -2.09596 -3.08112 0.0615
H 1.42817 -1.28372 -3.70019 0.1021
F 0.43914 0.15705 6.24541 0.1315
C 0.51665 0.16515 4.86525 -0.1516
C 1.75139 0.36045 4.24037 0.0871
C 1.79396 0.45216 2.84604 -0.1610
C 0.53402 0.43107 2.20548 -0.6579
C -0.62140 -0.11912 2.79908 -0.2211
C -0.66823 -0.12942 4.20576 0.0783
H 2.64397 0.46089 4.85169 0.1624
H 2.67109 0.70325 2.22203 0.0242
H -1.51471 -0.35777 2.16430 0.1274
H -1.59650 -0.41230 4.72208 0.1715